# 1
C28H42F3NO19S4 | the ωB97M-V functional and the def2-TZVPD basis

The calculation puts the total energy at -4468.59660 Ha. The value obtained for the strongest force on any atom is 2.72 eV/Å. For the molar mass, the calculation gives 881.89 g/mol. The SMILES is COCCCCCCCCCCCc1cc2c(cc1COO)C(=O)N(S(=O)(=O)C(F)(F)F)C2=O.O=S1(=O)OCCO1.O=S1(=O)OCCO1.O=S1(=O)OCCO1.

Last column: Mulliken charge in e.
Geometry (Å):
C: -1.99774 5.62682 1.41794  -0.75
O: -2.87196 4.63178 0.94946  -0.38
C: -2.31093 3.80539 -0.06090  -0.28
C: -3.39053 3.44248 -1.05969  -1.00
C: -4.21322 2.24653 -0.58834  -1.03
C: -3.66156 0.90231 -1.04710  0.41
C: -4.74177 -0.17280 -1.14134  -1.17
C: -4.19042 -1.58746 -1.17432  -0.50
C: -3.64478 -2.07234 0.15791  -0.29
C: -2.92400 -3.43423 0.03342  -1.14
C: -1.51898 -3.50253 0.64152  -0.78
C: -0.39613 -3.14983 -0.34254  -0.45
C: -0.35501 -1.63586 -0.54989  1.77
C: 0.66075 -1.17245 -1.55905  0.32
C: 0.19632 -0.96176 -2.88533  -0.63
C: 1.10716 -0.53523 -3.86946  -0.53
C: 2.43256 -0.31371 -3.58176  0.23
C: 2.92922 -0.49144 -2.28044  -1.31
C: 2.04278 -0.92084 -1.25406  0.78
C: 2.61355 -1.05758 0.12924  -0.73
O: 2.62387 -2.41404 0.56666  -0.16
O: 2.15079 -2.51258 1.90649  -0.46
C: 3.12653 0.13174 -4.78591  0.02
O: 4.20947 0.55306 -4.91330  -0.50
N: 2.17392 0.01300 -5.86155  0.18
S: 2.58226 -0.68442 -7.31734  1.12
O: 2.87073 0.27572 -8.32489  -0.63
O: 1.64732 -1.73152 -7.57113  -0.60
C: 4.19834 -1.53349 -6.93766  0.68
F: 4.16443 -2.11664 -5.74833  -0.20
F: 5.20332 -0.68976 -7.00900  -0.19
F: 4.30508 -2.45004 -7.88546  -0.22
C: 0.86182 -0.23437 -5.29360  0.10
O: -0.14496 -0.11476 -5.86021  -0.49
H: -1.91442 6.46400 0.72462  0.34
H: -0.99837 5.23062 1.57409  0.28
H: -2.36887 6.01171 2.36173  0.31
H: -1.47193 4.30357 -0.54206  0.53
H: -1.95197 2.89357 0.41760  0.06
H: -4.03591 4.30790 -1.16823  0.31
H: -2.93348 3.25044 -2.02703  0.50
H: -5.24280 2.34530 -0.92395  0.47
H: -4.21772 2.26648 0.49829  0.40
H: -2.86673 0.56466 -0.38701  -0.20
H: -3.22554 1.02754 -2.03743  0.40
H: -5.44103 -0.06263 -0.31339  0.37
H: -5.29989 0.01842 -2.05487  0.37
H: -3.42866 -1.66529 -1.94882  0.13
H: -4.99962 -2.25592 -1.47048  0.41
H: -2.90646 -1.34968 0.49157  -0.09
H: -4.43721 -2.12028 0.89543  0.70
H: -2.84598 -3.70769 -1.01392  0.39
H: -3.53639 -4.17027 0.54339  0.42
H: -1.35218 -4.51191 0.98660  0.62
H: -1.45136 -2.84769 1.51112  0.25
H: -0.57359 -3.66953 -1.28057  0.46
H: 0.54075 -3.50741 0.05445  0.13
H: -1.32230 -1.34891 -0.94561  -1.30
H: -0.24091 -1.11497 0.39858  0.41
H: -0.83907 -1.12643 -3.13941  0.64
H: 3.96697 -0.29235 -2.06055  0.50
H: 3.64368 -0.70778 0.11304  0.55
H: 2.09586 -0.43734 0.84964  0.20
H: 1.18722 -2.52209 1.79801  0.35
C: 2.28942 6.96198 5.18341  -0.41
C: 2.03891 5.59677 4.56917  -0.23
O: 0.65907 5.64188 4.17726  -0.15
S: 0.27568 7.12374 3.72705  1.12
O: 0.37656 7.23905 2.31972  -0.53
O: -0.88764 7.51724 4.43284  -0.58
O: 1.54870 7.86567 4.35146  -0.32
H: 1.89837 7.02395 6.20095  0.31
H: 3.33897 7.24121 5.17687  0.32
H: 2.19069 4.78032 5.26855  0.23
H: 2.65000 5.43407 3.67949  0.28
C: 3.47329 -7.48590 0.14378  -0.34
C: 3.04880 -6.63660 -1.03696  -0.15
O: 1.64109 -6.89448 -1.15612  -0.32
S: 1.00866 -7.13192 0.29067  0.97
O: 0.44447 -5.91601 0.75501  -0.37
O: 0.25611 -8.33079 0.26312  -0.59
O: 2.38322 -7.36687 1.06891  -0.32
H: 3.58455 -8.53597 -0.13230  0.29
H: 4.38611 -7.13036 0.61247  0.32
H: 3.54755 -6.91440 -1.96054  0.33
H: 3.19468 -5.57174 -0.84254  0.13
C: 0.02766 0.89436 5.78074  -0.40
C: -0.37642 2.35513 5.74518  -0.34
O: 0.18204 2.83657 4.51200  -0.22
S: 0.15510 1.67868 3.41588  1.03
O: -0.98062 1.81339 2.58073  -0.48
O: 1.45927 1.57668 2.86549  -0.60
O: -0.10331 0.46296 4.41816  -0.31
H: 1.06806 0.76939 6.08647  0.30
H: -0.61537 0.29226 6.41560  0.32
H: 0.02612 2.92752 6.57570  0.33
H: -1.46007 2.47711 5.70691  0.28



# 2
C8H22N3O | the ωB97M-V functional and the def2-TZVPD basis

The calculation puts the total energy at -557.17967 Ha. The value obtained for the strongest force on any atom is 3.82 eV/Å. For the molar mass, the calculation gives 176.28 g/mol. The energy relative to the best compared isomer or geometry (same formula, charge and spin) is 2.262 eV. Its net charge is +1.

Last column: Mulliken charge in e.
Geometry (Å):
C: -3.21591 -1.04049 -0.96525  -0.93
C: -1.87643 -0.07002 -1.03039  -0.07
C: -0.92499 -0.32484 -2.34051  -0.71
N: -0.30795 -1.70222 -2.43201  -0.07
C: -0.05744 -2.38664 -1.10693  -0.66
N: 0.83761 -1.62587 -0.15188  -0.26
C: 2.09453 -1.10279 -0.81047  -0.74
H: -3.43967 -1.45586 -2.03653  0.23
H: -4.08368 -0.36935 -0.51758  0.33
H: -3.01952 -1.88349 -0.15509  0.28
H: -2.30059 1.04036 -1.13848  0.44
H: -1.28730 -0.06455 0.00454  -0.11
H: -1.63884 -0.22243 -3.29158  0.36
H: -0.08577 0.49555 -2.50378  0.30
H: -0.99673 -2.31701 -2.95849  0.46
H: 0.54463 -1.65336 -3.06270  0.42
H: 0.52119 -3.39873 -1.36609  0.41
H: -1.03856 -2.73387 -0.54299  0.18
H: 1.18517 -2.36964 0.52535  0.30
H: 2.72930 -1.93199 -1.34579  0.32
H: 1.78709 -0.28845 -1.60510  0.20
H: 2.70651 -0.52721 0.03709  0.26
C: -0.25772 1.25527 2.34064  -0.86
C: 0.07917 2.70737 2.14724  0.71
O: -0.77498 3.54204 1.85470  -0.65
N: 1.37712 3.09388 2.30514  -0.15
C: 2.51920 2.27933 2.64412  -0.78
H: -1.32956 1.10611 2.18083  0.30
H: 0.28747 0.64408 1.61643  -0.03
H: -0.01465 0.94642 3.36079  0.42
H: 1.52050 4.08667 2.15785  0.23
H: 2.95218 2.67106 3.56786  0.28
H: 3.25162 2.37125 1.83839  0.26
H: 2.25702 1.22944 2.78067  0.31



# 3
C54H49N6O2S2TeTl | the ωB97M-V functional and the def2-TZVPD basis

The calculation puts the total energy at -3802.96741 Ha. The value obtained for the strongest force on any atom is 0.39 eV/Å. For the molar mass, the calculation gives 1210.14 g/mol.

Last column: Mulliken charge in e.
Geometry (Å):
Tl: 0.04711 -0.36525 0.18837  2.18
C: -6.04805 3.48089 3.06225  -2.05
C: -5.36713 2.79085 1.87172  2.31
C: -4.30764 3.75251 1.33002  -1.28
C: -6.43632 2.52474 0.80077  -1.67
C: -4.74126 1.44497 2.23089  0.11
C: -5.33445 0.67293 3.38066  0.05
C: -4.96968 -0.83822 3.54613  -0.49
C: -3.94486 -1.28419 2.57490  0.84
S: -3.29645 -2.86406 2.43948  -0.45
C: -2.13607 -2.28420 1.30958  0.29
N: -2.22249 -1.00352 1.08051  0.35
C: -3.26927 -0.43190 1.76292  -2.45
C: -3.72052 0.93596 1.53834  0.25
C: -1.09923 -3.13992 0.71621  0.98
C: -1.16385 -4.53008 0.81809  -0.92
C: -0.13640 -5.31158 0.32382  -0.85
C: 0.97043 -4.71321 -0.26490  -0.79
C: 1.03772 -3.33057 -0.37303  -0.44
C: -0.00769 -2.55341 0.09195  -0.37
H: -6.50506 4.40890 2.71520  0.52
H: -5.34032 3.74224 3.84800  0.27
H: -6.84014 2.87500 3.49973  0.34
H: -4.76545 4.71509 1.09724  0.65
H: -3.84016 3.38180 0.41893  0.03
H: -3.52399 3.91542 2.07392  0.13
H: -6.95643 3.44909 0.53962  0.50
H: -7.17843 1.80925 1.16055  0.32
H: -5.98238 2.11670 -0.10198  0.22
H: -6.41524 0.81490 3.40805  1.02
H: -5.83267 -1.50692 3.54464  0.61
H: -3.25211 1.44891 0.71148  -0.30
H: -2.01996 -5.00077 1.28707  0.44
H: -0.19060 -6.38852 0.40969  0.40
H: 1.79012 -5.32271 -0.62329  0.43
H: 1.91961 -2.87007 -0.79967  0.49
C: -0.23842 6.10394 -3.52196  -1.69
C: -0.53265 4.84385 -2.75511  -0.01
C: -1.76276 4.21397 -2.82550  -0.42
C: -2.05899 3.02743 -2.14932  0.71
C: -3.36195 2.37019 -2.39216  0.61
O: -3.43824 1.15472 -2.49774  -0.88
C: -4.61350 3.18857 -2.55476  0.30
C: -4.74914 4.49047 -2.08217  0.12
C: -5.95099 5.16671 -2.22585  -1.01
C: -7.02732 4.54866 -2.84403  -0.44
C: -6.90280 3.24670 -3.31199  -0.71
C: -5.70491 2.57124 -3.16345  -0.46
C: -1.08401 2.39552 -1.33600  0.45
O: -1.33393 1.29750 -0.69483  -0.80
C: 0.19286 3.03888 -1.31278  -0.60
C: 0.44709 4.21300 -1.99186  -0.22
C: 1.21104 2.17696 -0.69700  -0.03
N: 1.19487 1.84572 0.54135  -0.70
C: 0.56224 2.69909 1.54620  -1.00
C: -0.58436 2.05474 2.31210  0.86
Te: -0.65153 2.69017 4.36374  0.05
C: -2.24307 1.36245 4.76595  -0.28
C: -3.48361 1.84424 4.72028  -0.97
C: -4.69879 0.97463 4.78296  -0.43
C: -4.41966 -0.54050 4.98963  0.09
C: -2.99145 -0.91331 5.23375  -1.05
C: -1.98405 -0.05877 5.06267  0.35
C: 2.14721 1.44053 -1.59254  0.71
C: 3.11761 0.60446 -1.02972  -0.06
C: 4.01076 -0.06793 -1.84602  -0.78
C: 3.96340 0.10513 -3.22564  -0.46
C: 3.00800 0.93859 -3.78550  -0.81
C: 2.09813 1.59867 -2.97461  -0.26
H: -1.15876 6.59296 -3.83892  0.40
H: 0.35124 5.89727 -4.41766  0.29
H: 0.32621 6.81250 -2.91546  0.40
H: -2.52558 4.64076 -3.46558  0.77
H: -3.92509 4.97196 -1.57252  0.45
H: -6.04733 6.17533 -1.84686  0.41
H: -7.96433 5.07745 -2.95534  0.41
H: -7.74196 2.75864 -3.78879  0.42
H: -5.59259 1.55388 -3.51173  0.41
H: 1.44438 4.63847 -1.94282  0.49
H: 0.22125 3.63529 1.08848  0.12
H: 1.37698 2.94440 2.23521  0.83
H: -0.46820 0.97353 2.38417  -0.84
H: -1.54474 2.28309 1.86306  -0.01
H: -3.63994 2.90737 4.58876  0.49
H: -5.42366 1.40460 5.47791  0.34
H: -5.06580 -0.99146 5.74480  0.38
H: -2.78176 -1.94040 5.51063  0.36
H: -0.95374 -0.37733 5.17007  0.31
H: 3.17083 0.49922 0.04810  0.56
H: 4.75841 -0.71212 -1.40345  0.48
H: 4.67228 -0.40927 -3.86113  0.38
H: 2.95723 1.06400 -4.85892  0.41
H: 1.33993 2.22875 -3.42005  0.38
C: 4.86143 2.08407 3.81268  -1.24
C: 3.71075 1.23349 4.26073  1.01
C: 3.32750 1.14932 5.59372  -0.75
C: 2.20230 0.39256 5.86310  -0.31
N: 1.53019 -0.25896 4.92666  -0.24
C: 2.01482 -0.18086 3.68058  0.18
S: 1.23686 -1.16625 2.45775  -0.45
N: 3.06081 0.56765 3.31139  -0.18
H: 5.39613 2.51471 4.65728  0.38
H: 4.49363 2.89225 3.17943  0.24
H: 5.54951 1.48986 3.21287  0.30
H: 3.87227 1.65707 6.37606  0.37
H: 1.80753 0.32150 6.87180  0.44
N: -1.18140 -0.19630 -3.11578  0.08
C: -1.06492 -0.43270 -4.42982  0.15
C: 0.08279 -1.17676 -4.60855  -1.67
C: 0.59409 -1.34202 -3.31458  -0.34
N: -0.18354 -0.74737 -2.41946  0.14
H: -1.92696 0.31145 -2.63467  -0.04
H: -1.80007 -0.07372 -5.12730  0.55
H: 0.48946 -1.54211 -5.53321  0.42
H: 1.47799 -1.86739 -2.99641  0.47